(1)
{
  "formula": "C16H8Cl2N4O2",
  "method": "ωB97M-V/def2-TZVPD",
  "lumo_energy_ev": -1.64,
  "e_above_lowest_ev": 1.0609,
  "charge": 0,
  "e_homo_ev": -7.43,
  "multiplicity": 1,
  "elements": ["Cl", "Cl", "O", "O", "N", "N", "N", "N", "C", "C", "C", "C", "C", "C", "C", "C", "C", "C", "C", "C", "C", "C", "C", "C", "H", "H", "H", "H", "H", "H", "H", "H"],
  "coordinates": [[-0.5992, -3.7578, -2.5006], [-3.0420, -2.7037, -0.7873], [2.0085, -2.8456, -1.4006], [-2.1986, -1.1077, 1.4915], [0.2137, -2.2476, 3.8307], [1.0780, 2.0946, -3.2215], [3.6292, -2.0183, 1.6432], [-1.2726, 1.7659, 1.7168], [-1.2554, -1.5737, 0.8750], [-0.3703, -2.8645, -1.0686], [2.5495, -2.0236, 1.1800], [1.2445, -2.0312, 0.6442], [0.3778, 1.9654, -2.0692], [-1.3556, 2.8056, -0.5633], [0.4294, 0.2117, 1.4253], [0.1448, 0.9784, 0.1235], [0.1886, -1.2752, 1.3740], [-1.4266, -2.3929, -0.3413], [0.7301, 0.9480, -1.1311], [1.0464, -2.6058, -0.6650], [-0.8794, 1.8913, 0.3758], [-0.5669, 0.8442, 2.3535], [-0.6924, 2.8596, -1.7880], [0.2149, -1.8015, 2.7515], [1.4885, 0.2084, -1.3900], [-0.9615, 3.6035, -2.5399], [0.8881, 2.8496, -3.8636], [1.8805, 1.5172, -3.4263], [-2.0409, 2.2865, 2.1234], [-0.7180, 0.5705, 3.3947], [-2.1953, 3.4488, -0.3146], [1.4621, 0.3997, 1.7675]]
}

=====

(2)
{
  "formula": "C16H8Cl3N4O6S2Ti",
  "method": "ωB97M-V/def2-TZVPD",
  "lumo_energy_ev": [4.34, 4.34],
  "e_above_lowest_ev": 0.2231,
  "charge": -2,
  "e_homo_ev": [-2.09, -2.10],
  "multiplicity": 2,
  "elements": ["Ti", "Cl", "Cl", "Cl", "S", "S", "O", "O", "O", "O", "O", "O", "N", "N", "N", "N", "C", "C", "C", "C", "C", "C", "C", "C", "C", "C", "C", "C", "C", "C", "C", "C", "H", "H", "H", "H", "H", "H", "H", "H"],
  "coordinates": [[0.0937, -0.2287, 0.1760], [-4.7461, -0.0488, -0.3614], [-5.1222, -1.4661, 2.1346], [-3.0101, -2.2460, 0.3345], [1.8010, 0.5231, -1.5490], [0.3902, 2.2018, 0.9450], [-3.9009, 1.5442, -4.9291], [-3.0948, -0.5194, -4.8706], [-1.5972, -1.9915, -3.3348], [-0.4423, -1.5754, -1.4557], [-1.7662, 0.1934, 1.3014], [-3.5342, 0.9786, 2.4341], [2.9045, 4.9127, 0.9700], [4.6159, 2.8666, -1.9826], [-1.7775, 2.0156, -1.3226], [-1.2810, 0.7915, -1.2544], [-1.2434, -1.2727, -2.3808], [-0.0046, -1.7438, 2.1170], [-2.5349, 2.1809, -2.4168], [1.9595, -0.7340, 1.5421], [0.8576, -0.6735, 2.4253], [3.6459, 2.4942, -1.4837], [1.8593, 2.6963, 0.1341], [2.4553, 3.9210, 0.5898], [-3.9066, -0.8673, 0.9787], [1.7633, -1.8351, 0.6836], [-1.7261, 0.1385, -2.3050], [2.4367, 1.9991, -0.8809], [0.5445, -2.4576, 1.0424], [-2.5301, 0.9793, -3.1009], [-3.2530, 0.6889, -4.3608], [-2.9606, 0.2266, 1.6618], [-0.9703, -1.9223, 2.5600], [2.7352, 0.0099, 1.4502], [-2.4994, -1.1199, -4.2998], [2.3742, -2.0911, -0.1662], [0.6489, 0.1165, 3.1275], [-3.0254, 3.1095, -2.6513], [0.0728, -3.2728, 0.5183], [-1.4669, 2.6744, -0.6108]]
}

=====

(3)
{
  "formula": "C16H8Cl56O2Si",
  "method": "ωB97M-V/def2-TZVPD",
  "lumo_energy_ev": -0.03,
  "charge": 0,
  "e_homo_ev": -9.76,
  "multiplicity": 1,
  "elements": ["Cl", "Cl", "Cl", "Cl", "Cl", "Cl", "Cl", "Cl", "Cl", "Cl", "Cl", "Cl", "Cl", "Cl", "Cl", "Cl", "Cl", "Cl", "Cl", "Cl", "Cl", "Cl", "Cl", "Cl", "Cl", "Cl", "Cl", "Cl", "Cl", "Cl", "Cl", "Cl", "Cl", "Cl", "Cl", "Cl", "Cl", "Cl", "Cl", "Cl", "Cl", "Cl", "Cl", "Cl", "Cl", "Cl", "Cl", "Cl", "Cl", "Cl", "Cl", "Cl", "Cl", "Cl", "Cl", "Cl", "Si", "O", "O", "C", "C", "C", "C", "C", "C", "C", "C", "C", "C", "C", "C", "C", "C", "C", "C", "H", "H", "H", "H", "H", "H", "H", "H"],
  "coordinates": [[-4.7520, 0.4467, -0.7083], [-0.5281, -2.1725, -9.2061], [-3.4458, 5.5602, 10.7435], [-5.8334, -5.2566, 0.3596], [-6.1187, 6.5637, 11.1521], [5.0890, 6.8412, 3.7383], [-8.2407, 7.4255, 13.6894], [0.0349, -5.8538, 2.0754], [-2.6737, -5.5270, -2.8489], [-9.9428, 5.8124, 15.3693], [-4.1634, -2.3134, -1.3899], [-4.9615, 6.5748, 8.5069], [2.5633, 5.7259, 4.5840], [-1.0191, -5.1238, -5.1839], [-5.7131, 4.0806, 9.7447], [4.7091, 3.9793, 3.7642], [-5.6440, -8.1372, 0.3982], [-3.7328, -6.0632, -5.4849], [-3.2533, -6.5317, 0.2423], [-4.7844, -6.6046, 2.6864], [-0.2311, -4.3714, -11.0517], [4.8978, 5.4310, 6.2488], [2.6369, -0.8647, 3.4403], [-5.5923, 0.3773, -9.2456], [4.8363, -3.9578, -7.4637], [2.8821, 0.7081, -3.8557], [1.1834, -4.3952, -8.5352], [-2.2769, 2.9337, -0.5102], [2.3635, -4.1592, 2.2528], [2.3234, -4.2141, -6.0643], [-5.6355, 0.3229, -6.3609], [4.7093, -3.4693, -4.6234], [-7.3116, 4.8693, 14.6477], [-3.1145, 0.4030, -7.7620], [-2.0568, 4.4907, 1.9064], [3.3770, -1.1666, 0.6726], [0.1166, -0.1095, -3.9892], [2.2464, -6.6152, 3.7665], [4.1938, 1.1776, 2.1257], [5.3875, -1.3841, 2.7346], [-1.6763, -4.7446, -8.5789], [-4.1503, -0.2807, -3.4403], [-4.7266, -1.9856, -7.8372], [-3.4130, 5.3474, 5.2428], [1.3214, 0.4760, -1.4379], [0.5722, -4.3816, 4.4981], [2.0769, -1.8960, -2.8856], [-1.8731, 5.7893, -0.6628], [-9.3944, 4.9923, 12.6565], [-3.2180, -3.3507, -4.6499], [-4.4019, 4.7305, 0.2413], [-0.5661, 5.4593, 4.7659], [-1.9742, 7.8123, 5.6600], [3.4897, -1.6091, -6.4666], [-1.5872, 5.5926, 7.4608], [-2.0795, -0.3412, -1.4600], [6.8713, -0.3887, -3.6130], [9.7545, -0.0346, -4.6938], [9.6269, -1.0388, -3.6736], [-3.8013, -0.6235, -1.7332], [-2.6586, -5.0195, -4.5411], [1.6000, -0.1988, -3.0473], [-4.7681, -0.2231, -7.8049], [3.9016, -0.5626, 2.2475], [-0.3161, -3.9203, -9.3472], [-8.7244, 5.7719, 14.0927], [8.3193, -1.6122, -3.8147], [4.3166, 5.4959, 4.5829], [-2.6487, 4.4851, 0.2422], [6.0513, -0.6802, -1.9452], [-5.0617, 5.6977, 10.0353], [3.8394, -3.3102, -6.1586], [-4.8827, -6.6349, 0.9259], [-1.8894, 6.0529, 5.7854], [1.3071, -5.2542, 3.1451], [8.2713, -2.3429, -2.9922], [9.8516, 0.7624, -4.1566], [7.3478, 1.0142, -3.6335], [8.2719, -2.1751, -4.7604], [6.5963, -0.1218, -1.1725], [5.0055, -0.3525, -1.9453], [5.8994, -0.5407, -4.7170], [6.0843, -1.7459, -1.6761]]
}

=====

(4)
{
  "formula": "C16H9AuCl4N4O4S",
  "method": "ωB97M-V/def2-TZVPD",
  "lumo_energy_ev": -3.27,
  "e_above_lowest_ev": 0.0000,
  "charge": 0,
  "e_homo_ev": -7.71,
  "multiplicity": 1,
  "elements": ["Au", "Cl", "Cl", "Cl", "Cl", "S", "O", "O", "O", "O", "N", "N", "N", "N", "C", "C", "C", "C", "C", "C", "C", "C", "C", "C", "C", "C", "C", "C", "C", "C", "H", "H", "H", "H", "H", "H", "H", "H", "H"],
  "coordinates": [[1.6003, -0.8111, -1.2200], [6.2635, -2.3266, -0.8396], [3.1795, -1.2223, 4.5563], [6.1971, -2.0952, 4.5658], [7.6914, -2.6021, 1.9302], [-1.4418, -1.0909, -2.1244], [2.1574, -0.9940, 1.8121], [-2.0446, -0.8871, -3.4080], [-0.9166, -2.3864, -1.7839], [3.4786, -1.5844, -0.5126], [0.9200, 1.9363, -1.9128], [-5.3615, 0.3884, 2.0622], [-1.4262, 1.8573, -2.3461], [-0.1717, -0.0740, -1.9003], [4.0547, -1.6525, 0.5527], [-1.4294, 3.1771, -2.4572], [-3.2867, -0.6553, 1.4164], [4.0461, -1.5262, 3.1234], [-3.7526, 0.0687, -1.2236], [6.0541, -2.1513, 1.8394], [-2.6133, -0.6442, -0.8862], [-4.4429, 0.0642, 1.0898], [-0.2505, 1.2854, -2.0702], [0.8738, 3.2539, -2.0260], [-2.3835, -1.0077, 0.4338], [5.4568, -2.0371, 0.6341], [-0.2925, 3.9509, -2.3006], [-4.6642, 0.4173, -0.2451], [5.3377, -1.8992, 3.1059], [3.3012, -1.3476, 1.8638], [1.8160, 3.7780, -1.8978], [-5.5590, 0.9673, -0.5122], [-0.3117, 5.0264, -2.3903], [-5.0982, 0.3062, 3.0260], [-2.3895, 3.6322, -2.6802], [-3.1086, -0.9456, 2.4451], [-1.4974, -1.5770, 0.6845], [-6.0747, 1.0607, 1.8512], [-3.9116, 0.3472, -2.2557]]
}

=====

(5)
{
  "formula": "C16H9N3O8STe4Zn",
  "method": "ωB97M-V/def2-TZVPD",
  "lumo_energy_ev": 3.22,
  "e_above_lowest_ev": 1.6716,
  "charge": -2,
  "e_homo_ev": -0.61,
  "multiplicity": 1,
  "elements": ["Te", "Te", "Te", "Te", "Zn", "S", "O", "O", "O", "O", "O", "O", "O", "O", "N", "N", "N", "C", "C", "C", "C", "C", "C", "C", "C", "C", "C", "C", "C", "C", "C", "C", "C", "H", "H", "H", "H", "H", "H", "H", "H", "H"],
  "coordinates": [[-0.8967, -4.3368, -2.6567], [-1.7297, -0.2430, 1.2882], [-1.1143, -3.0003, 1.9198], [-0.3310, -0.4315, -2.2668], [-0.9870, 1.8548, -1.6009], [3.6935, -6.6156, -1.2070], [-2.6768, 2.3042, 2.0503], [-0.8515, 3.7194, -1.5323], [-1.2699, 7.6304, -2.3459], [-2.0549, 1.6765, -0.0123], [-0.1137, 5.8762, -2.7739], [5.2121, -7.4278, 0.6985], [-2.7189, 8.4790, 2.0583], [-3.1720, 6.8495, 3.3752], [-2.7689, 7.2839, 2.3122], [-2.2114, 2.7231, 0.8954], [-0.9118, 6.4830, -2.0844], [-1.4210, 5.8936, -0.8425], [0.0372, -4.8908, -0.6722], [-2.3317, 6.3168, 1.2831], [2.6402, -4.0407, -1.3837], [-1.8986, 6.8257, 0.1019], [-0.4542, -2.4769, -0.0228], [-2.3965, 4.9528, 1.5753], [-2.0150, 4.0039, 0.5965], [4.2963, -6.6766, 0.4747], [2.3752, -5.4409, -1.1252], [-1.4021, 4.5055, -0.6498], [1.1339, -5.8410, -0.7990], [1.6744, -3.1175, -1.2432], [-0.7538, -1.1991, -0.3382], [0.3220, -3.4683, -0.7941], [3.6397, -5.8357, 1.5393], [-1.8782, 7.8807, -0.1014], [0.9350, -6.8853, -0.5900], [3.6388, -3.7407, -1.6760], [3.2961, -4.8698, 1.1717], [1.8973, -2.0684, -1.3783], [4.3543, -5.7099, 2.3491], [-2.7602, 4.5914, 2.5206], [-0.7912, -5.1654, -0.0315], [2.7650, -6.3687, 1.9179]]
}

=====

(6)
{
  "formula": "C17H10AuINO4",
  "method": "ωB97M-V/def2-TZVPD",
  "lumo_energy_ev": [-6.57, -6.57],
  "e_above_lowest_ev": 1.8053,
  "charge": 1,
  "e_homo_ev": [-11.94, -11.94],
  "multiplicity": 1,
  "elements": ["Au", "I", "O", "O", "O", "O", "N", "C", "C", "C", "C", "C", "C", "C", "C", "C", "C", "C", "C", "C", "C", "C", "C", "C", "H", "H", "H", "H", "H", "H", "H", "H", "H", "H"],
  "coordinates": [[-0.2747, -0.4861, -0.6475], [-0.7573, 1.9445, -1.9880], [4.0068, 0.7520, -1.2966], [1.9234, 0.7829, -0.4977], [-0.3388, -4.6928, -1.7376], [-0.9636, -2.6748, -1.0010], [1.5081, -1.7362, -1.3760], [2.7341, -1.2189, -1.4680], [-2.5081, -0.1599, 2.9795], [-1.8583, -0.6247, 1.8277], [-2.8037, 1.1753, 3.1033], [2.8449, 0.2041, -1.0391], [2.2957, -3.8422, -2.1224], [3.5750, -3.3151, -2.2370], [-1.5654, 2.5674, -0.1078], [-2.4293, 4.3572, 1.2318], [-2.4777, 2.0902, 2.0833], [1.2937, -2.9886, -1.6759], [-1.8322, 1.6140, 0.8959], [-1.5152, 0.2445, 0.8227], [-1.8427, 3.9069, 0.0475], [3.8058, -1.9870, -1.9033], [-2.7597, 3.4624, 2.2214], [-0.1956, -3.5303, -1.4528], [-1.6335, -1.6774, 1.7388], [4.0611, 1.6787, -1.0053], [-2.6318, 5.4091, 1.3575], [-1.6127, 4.6102, -0.7404], [-3.2366, 3.7968, 3.1316], [2.0564, -4.8671, -2.3652], [4.3896, -3.9434, -2.5699], [-2.7555, -0.8533, 3.7679], [-3.2942, 1.5525, 3.9893], [4.7918, -1.5508, -1.9669]]
}

=====

no.,E_tot (eV)
1,-51819.26854
2,-117327.77435
3,-729942.43958
4,-95503.79337
5,-126006.48911
6,-39256.19678